This record from OMol25 describes a structure of composition C21H49Cd2N3O9 at a distorted geometry. The level of theory is wB97M-V/def2-TZVPD.

```
84
Properties=species:S:1:pos:R:3:forces:R:3:mulliken_charge:R:1
Cd -1.60336 -3.33481 0.94697 -0.8 1.3 1.7 1.138
Cd -2.50714 0.07438 3.98134 0.0 -0.2 -2.2 1.185
C -5.94895 4.04198 2.29998 -0.8 -1.8 -0.8 -0.782
C -5.10683 2.79652 2.64268 2.0 -1.7 2.7 0.647
O -3.92181 2.68814 2.18183 -0.9 0.3 0.0 -0.648
O -5.58410 1.96854 3.49591 0.3 1.0 -1.1 -0.639
H -5.85579 4.93437 2.91891 0.7 -0.2 -0.3 0.260
H -6.96683 3.67429 2.42966 -0.1 0.3 0.0 0.269
H -5.77241 4.10349 1.22613 0.0 1.1 0.1 0.247
C 1.93354 -4.46124 5.32257 -2.5 -0.2 0.5 -0.626
C 0.52232 -5.09064 5.25158 1.3 -1.7 2.9 0.567
O 0.07897 -5.83956 6.17507 0.7 1.0 -0.2 -0.641
O -0.09011 -5.01679 4.20932 -2.1 0.8 -3.6 -0.538
H 1.97143 -4.08365 6.34437 0.9 -0.2 0.0 0.258
H 1.86878 -3.63852 4.61050 0.8 -0.2 -0.1 0.173
H 2.51823 -5.34714 5.07473 0.7 0.7 0.1 0.211
O -0.14502 -0.87804 2.31780 -1.3 -0.1 0.4 -0.847
H 0.78747 -0.62374 2.46042 -0.7 -0.1 0.2 0.211
O -3.87302 -2.59667 2.57392 1.7 0.0 -1.2 -0.807
H -4.51053 -2.46739 1.84496 0.3 0.1 0.4 0.248
C 2.06302 -6.26543 -1.31732 -0.7 0.3 -1.0 -1.470
C 2.06285 -4.78067 -1.81995 -0.6 -2.3 1.4 0.307
C 1.18914 -4.59368 -3.08125 1.2 0.5 0.7 -0.619
O 0.96084 -3.22142 -3.43242 -0.4 -1.5 -0.2 -0.392
C 2.11440 -2.43688 -3.58236 -0.6 1.3 0.8 -0.712
N 1.51099 -3.98058 -0.69682 0.4 0.9 -1.1 -0.408
H 2.61025 -6.43837 -0.39065 0.2 0.3 -0.1 0.384
H 2.41711 -6.96932 -2.07048 0.2 0.1 -0.1 0.376
H 1.02798 -6.55078 -1.12925 -0.1 0.0 0.1 0.353
H 3.10457 -4.55601 -2.04893 0.1 0.5 0.0 0.259
H 0.23204 -5.08934 -2.91883 -0.1 0.2 -0.2 0.350
H 1.77783 -5.07856 -3.85999 -0.3 -0.2 -0.5 0.394
H 3.04207 -2.91433 -3.89788 -0.2 -0.3 -0.1 0.316
H 2.22590 -1.92618 -2.62588 0.9 0.0 0.3 0.216
H 1.85435 -1.58472 -4.21029 0.1 -0.3 -0.6 0.282
H 1.98774 -4.12466 0.18185 0.2 -0.6 0.1 0.275
H 1.91587 -3.10898 -1.00745 -0.8 1.2 0.6 0.147
C -5.23209 -0.08540 -2.34730 -1.8 -0.2 -0.2 -1.609
C -5.17074 -1.45273 -1.60856 -1.2 1.4 0.0 0.256
C -6.03834 -2.64689 -2.26706 2.8 1.6 0.1 -0.654
O -7.34447 -2.29440 -2.45370 -2.2 -0.4 0.7 -0.316
C -8.12367 -3.45844 -2.75052 -1.2 0.4 -0.1 -0.777
N -3.72758 -1.61803 -1.38335 0.2 -1.4 -0.1 -0.478
H -6.25238 0.29465 -2.39890 -0.4 -0.4 -0.5 0.325
H -4.82544 -0.15908 -3.35591 0.1 0.1 0.0 0.407
H -4.79632 0.75779 -1.81134 0.8 -0.4 0.2 0.520
H -5.56981 -1.24291 -0.61618 -0.4 -0.3 0.1 0.249
H -5.94714 -3.51626 -1.61593 0.2 -0.2 -0.1 0.344
H -5.68979 -2.79959 -3.28848 1.0 -0.7 0.0 0.298
H -8.09972 -3.76785 -3.79540 0.7 0.0 -0.2 0.306
H -9.18503 -3.26207 -2.59867 0.0 0.7 0.2 0.283
H -7.96957 -4.32416 -2.10641 0.8 0.1 0.1 0.325
H -3.48628 -0.69289 -1.05779 0.5 0.0 0.4 0.306
H -3.34151 -1.62651 -2.31662 0.6 -0.3 -0.2 0.268
C 1.47780 4.27898 -0.23581 -0.5 -0.3 -0.9 -1.589
C 2.93804 4.90299 -0.48214 -0.8 -0.5 0.1 1.461
C 3.13961 5.93795 0.61709 1.2 -0.9 2.5 -1.167
C 3.59802 5.21354 1.93024 -1.6 0.5 0.0 -0.758
C 4.69386 4.24236 1.79886 1.8 0.3 -1.1 -1.077
C 4.58424 3.26191 0.61965 1.0 -1.3 0.8 1.422
N 4.06999 3.92421 -0.56014 -0.8 2.3 2.4 0.551
O 4.19301 3.19032 -1.72059 -0.4 -0.1 -0.6 -0.479
C 6.01919 2.81965 0.24419 -0.7 -0.8 0.7 -2.016
C 3.81759 1.95864 1.10045 -0.5 0.8 -0.9 -1.793
C 2.93094 5.75175 -1.72918 -1.0 -0.2 -1.3 -2.051
H 0.90307 4.14950 -1.15288 0.5 0.1 -0.7 0.418
H 0.75792 4.89109 0.30750 0.6 0.6 0.4 0.324
H 1.32630 3.29088 0.19871 1.0 -0.1 0.3 0.318
H 3.84022 6.73277 0.36119 0.5 -0.4 -0.2 0.393
H 2.24626 6.50464 0.87955 -0.4 -0.4 -0.4 0.446
H 2.83465 4.54136 2.32205 -1.1 0.6 -0.1 0.305
H 3.79544 5.93067 2.72702 0.1 0.1 0.0 0.391
H 4.82904 3.72711 2.74983 0.1 -0.3 -0.2 0.357
H 5.62239 4.77376 1.59018 0.3 0.2 0.2 0.418
H 5.76276 1.96720 -0.38484 1.2 0.1 -0.6 0.490
H 6.67178 3.59768 -0.15189 -0.4 0.0 -0.6 0.425
H 6.57924 2.44566 1.10127 -0.3 -0.2 0.3 0.407
H 4.34422 1.29854 1.78968 0.2 0.6 0.4 0.404
H 2.87103 2.32668 1.49627 -0.1 -0.4 0.4 0.355
H 3.57068 1.26449 0.29715 -0.1 0.3 -0.5 0.381
H 2.84469 5.14435 -2.63014 -0.3 0.0 -0.1 0.455
H 3.75058 6.44300 -1.92526 0.4 -0.2 0.6 0.421
H 2.03741 6.36859 -1.63314 -0.1 0.1 -0.3 0.440
H 4.85809 3.73048 -2.15359 0.2 -0.4 -0.7 0.348
```
Forces are in eV/Å.

* gap between HOMO and LUMO: 2.73 eV
* maximum force: 0.082 hartree/bohr


This record from OMol25 describes a structure of composition C21H49ClN4O3PtSSbSi3. The level of theory is wB97M-V/def2-TZVPD.

```
84
Properties=species:S:1:pos:R:3:forces:R:3:mulliken_charge:R:1
Pt -0.82889 1.37372 1.00719 -0.4 0.2 0.0 0.481
C 0.96742 0.89700 4.84532 0.1 0.0 0.0 -1.080
N -0.31010 0.91802 4.05154 -0.2 0.1 0.0 0.103
C -0.42808 1.20410 2.82856 0.4 -0.3 -0.1 0.238
N 1.09023 3.93985 4.37978 -0.1 0.1 -0.1 -0.129
C 1.57804 3.17109 5.53888 0.0 0.0 -0.1 -1.139
N 0.96014 1.91044 5.84310 0.0 -0.1 0.1 0.471
C -0.22961 1.84095 6.68621 0.0 0.0 0.0 -1.085
N -1.49188 1.79756 5.96100 0.0 0.1 0.0 0.199
C -1.48453 0.75016 4.99968 0.0 -0.1 0.0 -0.881
C -1.95568 3.06924 5.42906 0.0 -0.1 0.0 -0.749
H 1.80116 0.99730 4.15288 0.0 0.0 0.0 0.513
H 1.00753 -0.09262 5.31014 0.0 0.0 0.0 0.312
H -1.30090 3.47538 4.64508 0.0 0.0 0.0 0.220
H 3.21487 3.94136 3.33728 0.0 0.0 -0.1 0.314
H 1.41287 3.83039 6.39170 0.0 0.0 0.0 0.391
H 2.66625 3.02082 5.48236 0.0 0.0 0.0 0.425
H -0.23138 2.68518 7.37349 0.0 0.0 0.0 0.422
H -0.16277 0.92204 7.27397 0.0 0.0 0.0 0.326
H -2.38706 0.74231 4.39447 0.0 0.0 0.0 0.422
H -1.34510 -0.21503 5.49038 0.0 0.0 0.0 0.289
H -2.01943 3.78466 6.24888 0.0 0.0 0.0 0.456
H -2.95874 2.93181 5.02207 0.0 0.0 0.0 0.341
C -3.57683 6.24071 2.93787 -0.1 0.1 0.1 -0.653
Si -1.87189 6.87283 3.14500 0.1 -0.3 -0.3 0.006
C -1.17559 8.16626 2.05651 0.0 0.1 0.0 -0.848
C -0.94296 6.48184 4.65892 0.0 0.0 0.0 -0.088
Sb -1.21847 4.00418 0.90974 0.2 0.0 0.3 -0.464
Si -2.82856 5.10210 -0.91706 -0.1 0.0 0.0 0.547
C -2.68441 6.95619 -0.96619 0.0 0.0 0.0 -1.155
C -2.10083 4.33748 -2.45407 0.0 0.0 0.0 -0.928
C -4.56031 4.53711 -0.53451 0.0 0.0 0.0 -0.877
Si 4.06433 -3.06149 -4.65986 0.0 0.0 0.1 0.591
C 3.82610 -4.13271 -6.13004 0.0 0.0 0.0 -1.024
C 2.63736 -2.05878 -4.07756 0.0 0.1 0.0 -0.984
C 5.74027 -2.36053 -4.38567 0.0 0.0 0.0 -1.031
H -4.23496 6.80430 3.61209 0.0 0.0 0.0 0.509
H -3.64052 5.19142 3.23071 0.0 0.0 0.0 0.262
H -3.94339 6.36763 1.92102 0.0 0.0 0.0 0.062
H -1.02886 9.07016 2.65898 0.0 0.0 0.0 0.442
H -1.80630 8.40820 1.20496 0.0 0.0 0.0 0.298
H -0.18503 7.86997 1.70248 0.0 0.0 0.0 0.325
H -1.60027 6.16633 5.46943 0.0 0.0 0.0 0.365
H -0.35082 7.34280 4.97413 0.0 0.0 0.0 0.447
H -0.24597 5.65735 4.44541 0.0 0.0 0.0 -0.291
H -1.66379 7.30030 -0.80117 0.0 0.0 0.0 0.364
H -3.35531 7.44070 -0.25456 0.0 0.0 0.0 0.322
H -2.98073 7.29118 -1.96463 0.0 0.0 0.0 0.436
H -1.16357 4.82759 -2.72177 0.0 0.0 0.0 0.352
H -2.80190 4.48411 -3.28167 0.0 0.0 0.0 0.376
H -1.90435 3.27140 -2.35340 0.0 0.0 0.0 0.190
H -4.92756 4.94482 0.40799 0.0 0.0 0.0 0.323
H -4.62887 3.45082 -0.48570 0.0 0.0 0.0 0.191
H -5.23049 4.88636 -1.32624 0.0 0.0 0.0 0.418
H 4.46133 -5.02146 -6.10858 0.0 0.0 0.0 0.377
H 4.12762 -3.56526 -7.01601 0.0 0.0 0.0 0.351
H 2.78877 -4.43844 -6.26609 0.0 0.0 0.0 0.341
H 2.68743 -1.78407 -3.02109 0.1 -0.1 -0.1 0.329
H 1.68174 -2.54204 -4.28042 0.0 0.0 0.0 0.326
H 2.66694 -1.12165 -4.64424 0.0 0.0 0.0 0.359
H 6.27931 -2.87444 -3.58776 0.0 0.0 0.0 0.359
H 5.67456 -1.30677 -4.11206 0.0 0.0 0.0 0.349
H 6.34019 -2.44622 -5.29308 0.0 0.0 0.0 0.365
Cl 1.95948 3.52164 3.03872 0.2 -0.3 0.4 0.206
C 1.23920 4.44002 1.76070 -0.2 0.3 -0.2 -1.189
C 4.22642 -5.63596 -3.16359 0.1 0.0 0.0 0.794
O 4.42292 -6.74852 -3.06169 0.0 0.0 0.0 -0.174
O 4.02470 -4.46972 -3.24236 -0.1 0.0 0.0 -0.326
H 1.44463 5.48891 1.96325 0.0 0.0 0.0 0.443
H 1.71246 4.05445 0.86204 0.1 0.0 0.0 0.643
O -1.39980 0.97819 -1.00467 0.1 0.0 0.1 -0.681
S -2.92956 1.04715 -1.21679 -0.1 -0.1 0.0 0.748
C -3.60252 -0.47490 -0.47540 0.0 0.0 0.0 -0.776
C -4.06725 -1.38553 -1.61285 0.0 0.0 0.0 -0.658
C -3.16385 -1.08367 -2.80462 0.0 0.0 0.0 -0.523
C -3.13915 0.43622 -2.90140 0.0 0.0 0.0 -0.911
H -4.38058 -0.20607 0.23620 0.0 0.0 0.0 0.415
H -2.74869 -0.88130 0.07081 0.0 0.0 0.0 0.333
H -5.10539 -1.16681 -1.86810 0.0 0.0 0.0 0.315
H -4.02154 -2.42918 -1.30552 0.0 0.0 0.0 0.343
H -3.53589 -1.52695 -3.72705 0.0 0.0 0.0 0.396
H -2.15446 -1.45999 -2.62775 0.0 0.0 0.0 0.225
H -4.09384 0.83410 -3.25311 0.0 0.0 0.0 0.419
H -2.33364 0.86770 -3.49400 0.0 0.0 0.0 0.459
```
Forces are in eV/Å.

* net charge: +3
* multiplicity: 5
* <S²>: 6.0265
* gap between HOMO and LUMO (alpha / beta): 5.68 / 6.32 eV
* maximum force: 0.010 hartree/bohr


This record from OMol25 describes a cluster of 6 separate species, C21H50Cl10NO2PSSi2 in total. The level of theory is wB97M-V/def2-TZVPD.

```
88
Properties=species:S:1:pos:R:3:forces:R:3:mulliken_charge:R:1
C 3.29429 -2.75460 3.19031 0.0 0.0 0.1 -1.366
C 1.85723 -2.25141 2.98606 0.0 0.0 0.1 0.253
C 1.76886 -0.74040 2.74250 0.1 0.0 0.1 -0.697
C 2.59477 -0.26232 1.52934 0.0 0.0 -0.1 -0.701
Si 1.70141 0.93643 0.41372 0.1 0.0 0.1 -0.198
C 0.02968 0.26781 -0.11594 -0.1 -0.1 0.0 -0.538
C 0.02209 -1.24453 -0.35564 0.0 0.0 0.0 0.718
C -1.29824 -1.76914 -0.89270 -0.1 -0.1 0.0 -0.372
O -2.20537 -1.97143 0.19686 0.3 0.1 0.1 -0.441
O 1.43346 2.30855 1.31384 0.0 0.1 -0.3 0.175
Si 0.88503 3.81112 0.95819 0.0 0.1 0.1 -0.018
N -0.76287 3.89013 0.46566 0.0 -0.4 -0.1 -0.482
S 1.20426 4.81983 2.79636 -0.1 0.1 0.1 -0.222
P 3.06982 1.49570 -1.30578 0.0 0.0 -0.1 -0.448
C 3.98210 -0.10927 -1.52941 0.1 -0.1 0.0 -0.167
C 4.87059 -0.07892 -2.77477 0.1 0.0 -0.1 -1.367
C 1.94050 1.43676 -2.79269 -0.1 -0.1 0.1 0.618
C 2.33899 2.38636 -3.93674 0.0 0.0 0.0 -1.423
H 3.48073 -3.69942 2.67783 0.0 0.0 0.0 0.320
H 4.02594 -2.03480 2.81798 0.0 0.0 0.0 0.289
H 3.50730 -2.91163 4.24923 0.0 0.0 0.0 0.394
H 1.37792 -2.78449 2.15946 0.1 0.0 0.0 0.173
H 1.27356 -2.49127 3.87846 0.0 -0.1 -0.1 -0.121
H 2.10888 -0.22826 3.64678 0.0 0.1 -0.1 0.628
H 0.71575 -0.45186 2.63169 0.0 -0.1 0.0 0.027
H 2.91219 -1.11549 0.91832 -0.1 0.0 0.0 0.475
H 3.51823 0.23044 1.85135 0.0 -0.1 0.0 0.657
H -0.70865 0.52970 0.65118 0.0 0.0 0.0 0.456
H -0.29501 0.77184 -1.03275 0.0 0.0 0.0 0.468
H 0.82494 -1.53001 -1.04517 0.0 0.1 0.0 -0.145
H 0.21285 -1.76640 0.58591 0.1 -0.1 -0.1 -0.579
H -1.14669 -2.71476 -1.42390 0.0 0.0 0.1 0.101
H -1.72626 -1.05600 -1.60580 0.1 0.0 0.0 0.262
H -3.05969 -1.63753 -0.07419 -0.3 0.0 -0.1 0.165
H 1.63115 4.40728 -0.16952 0.0 0.0 0.0 -0.131
H -1.41130 3.26656 0.93160 0.0 0.2 0.1 0.240
H -0.91237 3.81212 -0.53339 0.0 0.1 0.0 0.257
H 0.61355 5.95234 2.37760 0.0 0.0 0.0 -0.003
H 4.59026 -0.25144 -0.63215 0.0 0.0 0.0 0.414
H 3.29294 -0.95860 -1.58631 0.0 0.0 0.0 0.148
H 5.69310 -0.79403 -2.69991 -0.1 0.0 0.0 0.420
H 4.30892 -0.32800 -3.67805 0.0 0.1 0.0 0.238
H 5.30924 0.91052 -2.92853 0.0 0.0 0.1 0.375
H 0.92696 1.65464 -2.45617 0.0 0.1 0.0 0.029
H 1.90644 0.40173 -3.14514 0.0 0.0 0.0 0.011
H 3.21834 2.97922 -3.67924 0.0 0.0 0.0 0.394
H 2.56736 1.83303 -4.84921 0.0 0.0 0.0 0.302
H 1.53335 3.08250 -4.17543 0.0 0.0 0.0 0.361
Cl 1.52990 7.61381 5.61595 0.0 0.0 0.0 -0.161
C 0.07170 8.63239 5.51936 0.0 0.0 0.0 -0.411
C -0.85308 8.18848 4.41321 0.0 -0.1 0.0 -0.449
Cl -0.14464 8.47066 2.79942 0.0 0.1 0.0 -0.189
H 0.39731 9.65879 5.37093 0.0 0.0 0.0 0.306
H -0.44449 8.54957 6.47428 0.0 0.0 0.0 0.286
H -1.78033 8.75647 4.45768 0.0 0.0 0.0 0.324
H -1.07082 7.12542 4.48608 0.0 0.0 0.0 0.321
Cl -1.41919 -5.34548 -3.26938 0.0 0.0 0.0 -0.171
C 0.05844 -5.38869 -4.26717 0.0 0.0 0.0 -0.445
C 1.15011 -4.52097 -3.69183 -0.1 0.0 0.0 -0.700
Cl 0.71018 -2.79180 -3.74611 0.1 0.1 -0.1 -0.050
H -0.21605 -5.06233 -5.26719 0.0 0.0 0.0 0.284
H 0.39576 -6.42283 -4.30349 0.0 0.0 0.0 0.352
H 2.06335 -4.64194 -4.27106 0.0 0.0 0.0 0.396
H 1.34240 -4.76820 -2.65076 0.0 0.0 0.0 0.318
Cl 0.08784 -0.85528 6.11349 0.0 0.0 0.0 -0.176
C -1.19049 -1.48751 5.04017 0.0 0.0 0.0 -0.137
C -1.79324 -2.76719 5.56382 0.0 0.0 0.0 -0.420
Cl -0.64110 -4.12888 5.51611 0.0 0.0 0.0 -0.184
H -0.75227 -1.63173 4.05589 0.0 0.0 0.0 -0.084
H -1.96286 -0.72255 4.98127 0.0 0.0 0.0 0.400
H -2.64052 -3.04641 4.94004 0.0 0.0 0.0 0.302
H -2.11889 -2.65676 6.59488 0.0 0.0 0.0 0.332
Cl -1.64745 0.22784 -7.47462 0.0 0.0 0.0 -0.200
C -1.43988 -1.15423 -6.36664 0.0 0.0 0.0 -0.357
C -2.06307 -0.90345 -5.01729 0.0 0.0 0.0 -0.491
Cl -1.19255 0.36654 -4.11161 0.0 0.0 0.0 -0.113
H -0.37317 -1.34227 -6.27332 0.0 0.0 0.0 0.228
H -1.92169 -2.01317 -6.83077 0.0 0.0 0.0 0.345
H -2.00190 -1.81289 -4.42001 0.0 0.0 0.0 0.119
H -3.09968 -0.58900 -5.10490 0.0 0.0 0.0 0.458
Cl -5.17427 -1.57675 -1.45864 0.0 0.0 0.0 -0.160
C -6.42022 -1.41162 -0.18671 0.0 0.0 0.0 -0.496
C -7.11915 -2.72013 0.08542 0.0 0.0 0.0 -0.414
Cl -8.12519 -3.23866 -1.29086 0.0 0.0 0.0 -0.181
H -7.11887 -0.64911 -0.52003 0.0 0.0 0.0 0.371
H -5.91376 -1.07324 0.71539 0.0 0.0 0.0 0.282
H -7.78094 -2.60190 0.94156 0.0 0.0 0.0 0.309
H -6.40373 -3.51358 0.28576 0.0 0.0 0.0 0.307
```
Forces are in eV/Å.

* SMILES string: CCCC[Si@@](CCCO)(O[Si@@H](N)S)P(CC)CC.ClCCCl.ClCCCl.ClCCCl.ClCCCl.ClCCCl
* gap between HOMO and LUMO: 8.28 eV
* maximum force: 0.008 hartree/bohr


- Which of these has the highest maximum force?
  C21H49Cd2N3O9


- Look up the maximum force of the third one.
  0.008 hartree/bohr


- Which of these has the lowest maximum force?
  C21H50Cl10NO2PSSi2


- Which of these has the lowest maximum force?
  C21H50Cl10NO2PSSi2